## w
Below is C4H4O3 in the gas phase, with properties calculated with ωB97M-V/def2-TZVPD.

XYZ file:
```
11
Properties=species:S:1:pos:R:3
O 0.302 -2.283 0.165
C 0.719 -1.278 -0.348
C 0.094 0.071 -0.088
C -1.212 0.231 -0.830
O -1.978 -0.680 -1.003
C 0.354 0.835 1.141
O 0.938 1.209 -0.097
H 1.527 -1.283 -1.107
H -1.375 1.244 -1.248
H -0.406 1.511 1.533
H 1.038 0.423 1.883
```

Charge: 0
Kohn-Sham gap: 10.19 eV
Highest occupied orbital energy: -10.0421 eV

natural (NBO) population analysis, charges in e, atoms 1 to 5: -0.46 0.42 -0.02 0.42 -0.47

=====

## x
Below is C4H4O3 in the gas phase, with properties calculated with ωB97M-V/def2-TZVPD.

XYZ file:
```
11
Properties=species:S:1:pos:R:3
C -1.748 0.122 -0.437
C -0.298 -0.256 -0.484
O 0.215 -0.564 -1.535
C 0.606 -0.214 0.752
O 0.224 -0.420 1.879
C 2.077 0.129 0.483
O 2.422 0.795 -0.457
H -2.082 0.635 0.469
H -2.387 -0.747 -0.622
H -1.807 0.729 -1.342
H 2.772 -0.218 1.271
```

Charge: 0
Kohn-Sham gap: 8.62 eV
Highest occupied orbital energy: -9.7332 eV

natural (NBO) population analysis, charges in e, atoms 1 to 5: -0.72 0.49 -0.48 0.39 -0.45

=====

## y
Below is C4H4O3 in the gas phase, with properties calculated with ωB97M-V/def2-TZVPD.

XYZ file:
```
11
Properties=species:S:1:pos:R:3
O -1.262 1.733 -1.117
C -0.975 1.182 -0.085
C -0.078 -0.039 -0.107
C 1.236 0.176 -0.816
O 1.984 1.063 -0.490
C -0.153 -1.102 0.901
O -0.745 -1.259 -0.382
H -1.355 1.534 0.895
H 1.464 -0.553 -1.619
H 0.734 -1.708 1.084
H -0.851 -1.027 1.737
```

Charge: 0
Kohn-Sham gap: 10.51 eV
Highest occupied orbital energy: -10.2020 eV

natural (NBO) population analysis, charges in e, atoms 1 to 5: -0.47 0.43 -0.02 0.43 -0.49

=====

## z
Below is 2 unconnected molecules or ions with the total composition C4H4O3, with properties calculated with ωB97M-V/def2-TZVPD.

XYZ file:
```
11
Properties=species:S:1:pos:R:3
O 1.948 1.377 -0.584
C 1.399 0.363 -0.956
C 0.463 -0.333 -0.108
C 0.332 -1.475 0.544
O -0.250 -1.837 -0.547
H 1.558 -0.105 -1.945
H 0.531 -2.018 1.463
C -1.486 1.002 0.526
O -2.218 1.027 -0.432
H -0.672 1.736 0.693
H -1.606 0.263 1.347
```

Charge: 0
Kohn-Sham gap: 9.15 eV
Highest occupied orbital energy: -9.6204 eV

natural (NBO) population analysis, charges in e, atoms 1 to 5: -0.51 0.33 0.05 0.26 -0.44

=====

Which one sits at the top of the stability order? x does.

=====

## w
Below is C4H4O3 in the gas phase, with properties calculated with ωB97M-V/def2-TZVPD.

XYZ file:
```
11
Properties=species:S:1:pos:R:3
C -1.504 -0.298 1.213
C -1.394 0.504 0.129
O -0.197 0.594 -0.706
C 0.785 -0.125 -0.343
O 0.739 -1.072 0.440
C 2.173 0.271 -0.929
O 3.337 -0.114 -0.652
H -1.028 -1.416 1.429
H -2.508 -0.400 1.519
H -2.182 1.270 -0.238
H 1.779 0.785 -1.861
```

Charge: 0
Kohn-Sham gap: 9.22 eV
Highest occupied orbital energy: -9.8988 eV

natural (NBO) population analysis, charges in e, atoms 1 to 5: -0.46 0.09 -0.48 0.67 -0.55

=====

## x
Below is C4H4O3 in the gas phase, with properties calculated with ωB97M-V/def2-TZVPD.

XYZ file:
```
11
Properties=species:S:1:pos:R:3
C -1.849 0.268 -0.441
C -0.894 -0.818 -0.063
O -1.006 -1.994 -0.168
C 1.306 -0.197 -0.232
O 0.287 -0.287 0.577
C 2.491 0.333 0.489
O 2.708 1.524 0.565
H -2.354 0.622 0.465
H -2.590 -0.131 -1.134
H -1.320 1.115 -0.886
H 3.221 -0.435 0.828
```

Charge: 0
Kohn-Sham gap: 9.28 eV
Highest occupied orbital energy: -9.2795 eV

natural (NBO) population analysis, charges in e, atoms 1 to 5: -0.74 0.82 -0.48 0.24 -0.50

=====

## y
Below is C4H4O3 in the gas phase, with properties calculated with ωB97M-V/def2-TZVPD.

XYZ file:
```
11
Properties=species:S:1:pos:R:3
C -1.624 0.300 -0.553
C -0.540 -0.693 -0.209
O -0.612 -1.872 -0.496
C 0.685 -0.278 0.650
O 0.622 -0.465 1.841
C 2.045 0.316 0.274
O 2.240 1.497 0.269
H -1.842 0.958 0.297
H -2.524 -0.261 -0.840
H -1.308 0.928 -1.403
H 2.857 -0.430 0.170
```

Charge: 0
Kohn-Sham gap: 9.80 eV
Highest occupied orbital energy: -9.7143 eV

natural (NBO) population analysis, charges in e, atoms 1 to 5: -0.72 0.51 -0.49 0.39 -0.47

=====

Which one sits at the top of the stability order? y does.

=====

## w
Below is a molecular structure, C4H4O3, with properties calculated with ωB97M-V/def2-TZVPD.

XYZ file:
```
11
Properties=species:S:1:pos:R:3
O 1.592 -0.500 -0.919
C 0.880 -0.841 0.099
C -0.378 -0.153 -0.146
C -0.828 0.402 1.142
O 0.575 0.365 1.352
C 0.066 0.390 -1.401
O -0.798 -0.409 -1.890
H 1.109 -1.722 0.695
H -1.243 1.412 1.113
H -1.409 -0.262 1.788
H 0.435 1.319 -1.834
```

Charge: 0
Kohn-Sham gap: 10.68 eV
Highest occupied orbital energy: -10.1146 eV

natural (NBO) population analysis, charges in e, atoms 1 to 5: -0.57 0.39 0.15 -0.10 -0.54

=====

## x
Below is C4H4O3 in the gas phase, with properties calculated with ωB97M-V/def2-TZVPD.

XYZ file:
```
11
Properties=species:S:1:pos:R:3
C -1.378 0.455 -0.651
C -0.174 -0.187 -0.043
O -0.080 -1.561 0.114
C 0.300 -0.605 1.271
O 0.204 -0.735 2.457
C 2.016 0.094 0.188
O 1.138 0.343 -0.719
H -2.266 0.166 -0.078
H -1.496 0.099 -1.684
H -1.284 1.547 -0.654
H 3.020 0.383 -0.200
```

Charge: 0
Kohn-Sham gap: 9.63 eV
Highest occupied orbital energy: -9.6814 eV

natural (NBO) population analysis, charges in e, atoms 1 to 5: -0.67 0.40 -0.52 0.71 -0.52

=====

## y
Below is C4H4O3 in the gas phase, with properties calculated with ωB97M-V/def2-TZVPD.

XYZ file:
```
11
Properties=species:S:1:pos:R:3
O -1.942 1.134 0.694
C -0.976 1.152 -0.025
C -0.032 -0.026 -0.151
C 1.350 0.298 -0.621
O 1.836 1.387 -0.431
C -0.262 -1.215 0.686
O -0.610 -1.215 -0.681
H -0.729 2.022 -0.660
H 1.884 -0.515 -1.153
H 0.580 -1.851 0.960
H -1.098 -1.171 1.382
```

Charge: 0
Kohn-Sham gap: 10.31 eV
Highest occupied orbital energy: -10.1481 eV

natural (NBO) population analysis, charges in e, atoms 1 to 5: -0.48 0.43 -0.04 0.42 -0.50

=====

Which one sits at the top of the stability order? y does.

=====

## w
Below is a molecular structure, C4H9N2O2, with properties calculated with ωB97M-V/def2-TZVPD.

XYZ file:
```
17
Properties=species:S:1:pos:R:3
C -0.151 -0.824 -0.740
C 0.953 -0.502 0.254
C 2.349 -1.097 0.076
O 3.165 -0.798 1.093
N -1.529 -0.509 -0.268
C -1.752 0.885 -0.026
N -1.657 1.640 -1.299
O -1.891 1.299 1.085
H -0.192 -1.891 -0.984
H -0.021 -0.315 -1.695
H 0.558 -0.813 1.234
H 1.013 0.592 0.394
H 2.824 -0.730 -0.883
H 2.186 -2.176 -0.237
H -1.862 -1.016 0.541
H -0.755 1.537 -0.673
H -2.082 0.849 -1.763
```

Charge: -1
Kohn-Sham gap: 5.79 eV
Highest occupied orbital energy: -2.3884 eV

natural (NBO) population analysis, charges in e, atoms 1 to 5: -0.22 -0.45 0.00 -0.94 -0.70

=====

## x
Below is a molecular structure, C4H9N2O2, with properties calculated with ωB97M-V/def2-TZVPD.

XYZ file:
```
17
Properties=species:S:1:pos:R:3
O 1.825 -0.175 -0.720
C 1.028 0.049 0.161
N 0.262 1.214 0.538
C 0.170 2.274 -0.657
O -0.315 3.418 -0.251
C 0.506 -1.106 1.052
N -0.922 -1.366 0.809
C -1.180 -1.519 -0.613
H 1.323 1.225 0.823
H 1.183 2.353 -1.086
H -0.548 1.747 -1.325
H 1.031 -2.062 0.974
H 0.599 -0.786 2.093
H -1.354 -0.557 1.224
H -1.201 -0.590 -1.153
H -0.323 -2.053 -1.030
H -2.084 -2.064 -0.841
```

Charge: -1
Kohn-Sham gap: 6.58 eV
Highest occupied orbital energy: -2.7949 eV

natural (NBO) population analysis, charges in e, atoms 1 to 5: -0.62 0.58 -0.64 0.14 -0.90

=====

## y
Below is a gas-phase ion, C4H9N2O2 (charge -1), with properties calculated with ωB97M-V/def2-TZVPD.

XYZ file:
```
17
Properties=species:S:1:pos:R:3
N -1.421 0.827 -2.102
C -1.186 -0.247 -1.255
O -1.940 -1.206 -1.328
C 0.053 -0.140 -0.428
N 0.538 1.223 -0.337
C -0.077 -0.817 0.940
C 1.321 -0.595 1.675
O 1.572 0.659 2.108
H -2.264 0.918 -2.638
H -0.780 1.586 -2.092
H 0.780 -0.760 -0.972
H 1.171 1.233 0.499
H -0.168 1.868 0.005
H -0.215 -1.892 0.874
H -0.782 -0.305 1.594
H 2.074 -0.988 0.959
H 1.325 -1.363 2.497
```

Charge: -1
Kohn-Sham gap: 6.70 eV
Highest occupied orbital energy: -2.8721 eV

natural (NBO) population analysis, charges in e, atoms 1 to 5: -0.85 0.69 -0.65 -0.16 -0.91

=====

Which one sits at the top of the stability order? y does.